1.
A 7-piece molecular cluster, C7H28N14O7 overall in a non-equilibrium geometry, computed with ωB97M-V/def2-TZVPD.

Last column: Löwdin charge in e.
Atoms and positions in Å:
N: 6.50182 0.98248 0.14106  0.160
C: 5.19873 0.87476 0.00537  -0.666
N: 4.97489 0.95471 -1.29433  0.162
O: 4.41888 0.55901 0.93373  -0.001
H: 7.11515 1.33370 -0.58045  0.115
H: 6.77538 0.99324 1.11325  0.129
H: 5.71289 1.41294 -1.80958  0.115
H: 4.00112 0.84516 -1.53903  0.104
N: 0.63831 0.34461 -1.42942  0.169
C: 0.38651 -0.23665 -0.31382  -0.889
N: 1.32754 -0.13467 0.50489  0.236
O: -0.59758 -0.87765 -0.18511  0.047
H: 1.62119 0.28501 -1.65414  0.109
H: -0.07565 0.53236 -2.11870  0.103
H: 2.13270 0.47491 0.48958  0.105
H: 1.13986 -0.81456 1.22782  0.141
N: 3.05259 1.60646 5.03905  0.153
C: 3.50563 1.59796 3.83671  -0.801
N: 3.69279 0.33808 3.51452  0.139
O: 3.65294 2.53554 3.08619  0.045
H: 2.67998 0.77958 5.48351  0.111
H: 2.76216 2.51507 5.37098  0.120
H: 3.80024 -0.39963 4.19595  0.106
H: 3.90739 0.14850 2.54597  0.043
N: -2.95247 0.23075 1.47220  0.157
C: -3.65269 -0.59336 2.17715  -0.858
N: -2.92066 -1.51896 2.73457  0.171
O: -4.80251 -0.43209 2.35163  0.072
H: -3.39816 1.09202 1.18992  0.102
H: -2.04912 0.06370 1.05250  0.060
H: -3.46220 -2.22119 3.21800  0.121
H: -2.07602 -1.59159 2.18556  0.097
N: -3.27919 -4.89334 -2.49346  0.175
C: -2.42557 -4.26496 -3.22847  -0.815
N: -1.62190 -3.39415 -2.69529  0.158
O: -2.29599 -4.43894 -4.42064  0.027
H: -3.69054 -5.79188 -2.70206  0.126
H: -3.52115 -4.37482 -1.66118  0.108
H: -0.82424 -3.03755 -3.20192  0.117
H: -1.61517 -3.00987 -1.76128  0.089
N: -0.53253 2.89972 -0.16329  0.171
C: -0.52350 2.86093 1.15155  -0.822
N: -1.68194 2.93542 1.64268  0.150
O: 0.45138 3.01020 1.85742  0.059
H: -1.34917 2.73855 -0.73533  0.110
H: 0.34476 3.02403 -0.64805  0.111
H: -2.29114 3.67801 1.33036  0.131
H: -1.59470 2.79185 2.63861  0.131
N: -3.73415 -0.88968 -2.66196  0.180
C: -3.76370 -0.32712 -3.78947  -0.836
N: -2.57173 0.12804 -4.05339  0.153
O: -4.65598 -0.13849 -4.58060  0.057
H: -4.50659 -1.54017 -2.64470  0.140
H: -3.08898 -0.45296 -2.01921  0.112
H: -2.35176 0.78488 -4.78843  0.119
H: -1.88793 0.02194 -3.31768  0.071

- ΔE to the lowest compared entry with this formula, charge and spin: 6.922 eV
- HOMO: -0.34120 Ha
- Net charge: 0
- Orbital gap: 9.1 eV
- Max |F|: 7.77 eV Å⁻¹
- LUMO level: -0.2 eV



2.
C7H28N14O7Y as an isolated structure in a non-equilibrium geometry, computed with ωB97M-V/def2-TZVPD.

Last column: Löwdin charge in e.
Atoms and positions in Å:
Y: 0.14526 0.29078 0.13544  1.756
C: -1.28870 3.39741 1.13958  -0.592
O: -1.06044 2.29389 0.56743  -0.121
N: -2.28643 3.58861 1.99464  0.216
N: -0.36190 4.37635 1.07768  0.199
H: -2.78108 2.72775 2.16921  0.130
H: -2.46239 4.48442 2.41001  0.134
H: 0.50221 4.26192 0.58421  0.092
H: -0.56550 5.24946 1.53312  0.124
C: 3.04239 -1.78355 0.97044  -0.609
O: 1.91782 -1.25088 0.83060  -0.100
N: 3.20035 -3.11762 0.77399  0.193
N: 4.16384 -1.18760 1.42328  0.201
H: 4.05084 -3.51740 1.11854  0.120
H: 2.50454 -3.57747 0.21689  0.110
H: 4.16809 -0.21454 1.67353  0.121
H: 5.01159 -1.72112 1.42229  0.121
C: 1.20177 2.81942 -2.14422  -0.590
O: 0.97945 1.73451 -1.55159  -0.118
N: 1.97434 3.76514 -1.58991  0.188
N: 0.52039 3.20046 -3.25081  0.220
H: 2.58057 3.50653 -0.83318  0.123
H: 1.84805 4.71537 -1.89502  0.128
H: 0.89565 4.04838 -3.63891  0.126
H: -0.12537 2.56876 -3.67964  0.111
C: 1.41367 -1.86811 -2.43645  -0.596
O: 0.80695 -1.04508 -1.73987  -0.092
N: 0.80675 -2.81992 -3.18350  0.197
N: 2.77014 -2.02633 -2.38208  0.192
H: 1.33785 -3.42231 -3.78097  0.119
H: -0.18002 -2.91499 -3.00874  0.124
H: 3.14647 -2.67337 -3.04870  0.116
H: 3.33057 -1.37423 -1.86497  0.113
C: -1.59988 -2.77871 0.80168  -0.600
O: -1.01473 -1.73396 0.45237  -0.107
N: -0.99531 -3.98285 0.84871  0.210
N: -2.91730 -2.77136 1.06757  0.202
H: -0.05747 -3.94345 0.48929  0.110
H: -1.54913 -4.81868 0.89286  0.126
H: -3.41809 -1.90411 1.06880  0.114
H: -3.36596 -3.64892 1.26432  0.124
C: -0.18799 -0.08596 3.69325  -0.593
O: -0.05133 -0.13654 2.44711  -0.118
N: 0.77957 0.34938 4.51282  0.204
N: -1.37396 -0.27922 4.29817  0.204
H: 1.62726 0.69103 4.09458  0.122
H: 0.68617 0.34186 5.51165  0.128
H: -1.43875 -0.22442 5.29740  0.126
H: -2.10133 -0.66862 3.72245  0.118
C: -2.64245 0.47515 -2.20495  -0.588
O: -1.69431 0.51477 -1.40103  -0.100
N: -3.89375 0.14376 -1.78909  0.197
N: -2.46154 0.48179 -3.54463  0.200
H: -4.54294 0.16755 -2.55701  0.118
H: -4.08204 0.27072 -0.81351  0.117
H: -1.62219 0.65849 -4.06031  0.113
H: -3.29032 0.36765 -4.10485  0.118

- ΔE to the lowest compared entry with this formula, charge and spin: 0.000 eV
- HOMO: -0.65422 Ha
- Net charge: +3
- Orbital gap: 10.4 eV
- Max |F|: 2.50 eV Å⁻¹
- LUMO level: -7.4 eV



3.
A 7-piece molecular cluster, C7H28O7 overall in a non-equilibrium geometry, computed with ωB97M-V/def2-TZVPD.

Last column: Löwdin charge in e.
Atoms and positions in Å:
C: 2.16198 0.67439 3.71803  -0.107
O: 1.18578 0.76616 2.60132  -0.154
H: 2.42087 1.56648 4.23127  0.062
H: 1.83972 -0.04765 4.45992  0.074
H: 3.04896 0.34449 3.16742  0.074
H: 0.53271 1.44966 2.87466  0.065
C: -2.88524 -1.42788 0.73394  -0.111
O: -2.08473 -0.46366 0.01378  -0.154
H: -2.18952 -2.10228 1.29081  0.086
H: -3.46708 -0.81191 1.39616  0.061
H: -3.68403 -2.01231 0.17240  0.101
H: -1.89252 -0.68731 -0.89396  0.031
C: -1.94229 2.74214 1.59662  -0.187
O: -1.79376 2.25673 0.33423  -0.141
H: -1.50932 2.06691 2.32665  0.061
H: -1.30196 3.63320 1.53735  0.092
H: -3.00673 2.94689 1.76067  0.088
H: -2.17998 1.36357 0.22886  0.054
C: 1.48530 3.09739 -0.72541  -0.149
O: 0.45079 3.96889 -1.16958  -0.141
H: 2.38432 3.70023 -0.60168  0.084
H: 1.14954 2.61373 0.17924  0.056
H: 1.60279 2.32208 -1.44205  0.048
H: -0.40165 3.49756 -1.09384  0.058
C: 0.47309 -3.79820 -2.54057  -0.091
O: -0.14696 -2.71291 -1.78506  -0.163
H: 1.54140 -3.53405 -2.69100  0.087
H: 0.40613 -4.77319 -2.03322  0.080
H: 0.07269 -3.89315 -3.54408  0.076
H: 0.50382 -2.39441 -1.09269  0.065
C: -0.77509 0.38463 -3.27364  -0.131
O: -1.39038 -0.76501 -2.73077  -0.138
H: -0.24445 0.07319 -4.17155  0.078
H: -1.52040 1.03818 -3.54983  0.057
H: 0.02985 0.90074 -2.78845  0.060
H: -0.80589 -1.48492 -2.42380  -0.001
C: 2.26311 -1.93600 1.09557  -0.136
O: 1.03644 -1.74055 0.39898  -0.144
H: 2.25580 -1.74015 2.18039  0.074
H: 2.59530 -2.91789 0.90362  0.064
H: 3.11140 -1.34009 0.71615  0.088
H: 0.67020 -0.82370 0.63315  0.123

- ΔE to the lowest compared entry with this formula, charge and spin: 3.766 eV
- HOMO: -0.35560 Ha
- Net charge: 0
- Orbital gap: 10.3 eV
- Max |F|: 3.02 eV Å⁻¹
- LUMO level: 0.6 eV



4.
A 7-piece molecular cluster, C7H28O7 overall in a non-equilibrium geometry, computed with ωB97M-V/def2-TZVPD.

Last column: Löwdin charge in e.
Atoms and positions in Å:
C: -4.22837 3.68983 4.25318  -0.196
O: -5.05808 3.48664 5.33784  -0.117
H: -4.88552 3.66154 3.38400  0.077
H: -3.77556 4.67288 4.38231  0.086
H: -3.55726 2.83722 4.14947  0.078
H: -5.64512 2.84795 4.92668  0.073
C: 0.10844 -2.38563 5.98669  -0.140
O: 1.37674 -1.90471 6.49916  -0.145
H: -0.03925 -2.29091 4.91091  0.079
H: -0.10078 -3.35814 6.43229  0.072
H: -0.58095 -1.71823 6.50383  0.068
H: 1.38130 -2.09451 7.44021  0.065
C: -8.09219 -1.29607 -0.72860  -0.140
O: -7.20740 -1.54136 0.39868  -0.140
H: -8.71878 -0.42584 -0.53320  0.076
H: -7.49807 -1.10351 -1.62194  0.071
H: -8.70330 -2.18544 -0.88244  0.071
H: -6.47992 -2.08614 0.08951  0.063
C: -0.62853 0.72778 -0.44914  -0.215
O: -0.24147 2.01913 -0.47466  -0.114
H: -1.55267 0.50862 -0.98396  0.085
H: 0.16406 0.21131 -0.99059  0.076
H: -0.59890 0.46663 0.60870  0.081
H: 0.66718 2.10839 -0.17803  0.087
C: 1.49443 0.86167 -6.26709  -0.196
O: 1.56978 0.93943 -7.65329  -0.108
H: 1.72141 -0.12133 -5.85441  0.079
H: 2.09957 1.61891 -5.76859  0.078
H: 0.46144 1.03975 -5.96822  0.071
H: 1.62852 1.87903 -7.84116  0.076
C: 7.00412 2.73805 -1.42241  -0.147
O: 5.92708 2.15615 -0.66324  -0.141
H: 6.74666 3.28336 -2.33040  0.079
H: 7.56167 3.41621 -0.77639  0.070
H: 7.64402 1.88401 -1.64432  0.072
H: 6.28061 1.66250 0.08036  0.068
C: 3.76449 -4.70184 -2.09733  -0.162
O: 4.73143 -3.71439 -2.42502  -0.132
H: 2.75068 -4.38211 -2.33827  0.070
H: 4.03603 -5.59646 -2.65771  0.081
H: 3.80965 -4.83564 -1.01652  0.074
H: 4.66284 -2.97474 -1.81689  0.069

- ΔE to the lowest compared entry with this formula, charge and spin: 5.392 eV
- HOMO: -0.37341 Ha
- Net charge: 0
- Orbital gap: 10.4 eV
- Max |F|: 3.96 eV Å⁻¹
- LUMO level: 0.2 eV